[1]
{
  "formula": "C5H10O",
  "method": "the ωB97M-V functional and the def2-TZVPD basis",
  "homo_energy_ha": -0.3390,
  "e_above_lowest_ev": 1.836,
  "charge": 0,
  "spin_multiplicity": 1,
  "elements": ["C", "C", "C", "O", "C", "C", "H", "H", "H", "H", "H", "H", "H", "H", "H", "H"],
  "positions_angstrom": [[1.9031, -0.7750, 0.1433], [0.3827, 1.0825, -0.4390], [0.9358, 0.2572, 0.6144], [0.6464, 0.4203, 1.7903], [-0.8494, -0.2438, -0.5231], [-2.0781, 0.0189, 0.2856], [1.7060, -1.1859, -0.8454], [2.8678, -0.2757, 0.0922], [1.9664, -1.5644, 0.8731], [0.8285, 1.1013, -1.4382], [0.2939, 2.1405, -0.0852], [-0.5819, -1.3204, -0.3321], [-1.0416, -0.1924, -1.5731], [-2.3446, 1.0516, 0.1193], [-2.9068, -0.6356, -0.0133], [-1.8735, -0.1247, 1.3434]],
  "atomic_forces_ev_per_a": [[0.548, -0.467, 0.217], [-1.137, -1.189, -0.067], [1.437, 0.371, 0.708], [0.170, -0.179, -0.347], [-0.063, 1.038, -0.749], [-0.141, 0.432, 0.135], [-0.165, 0.122, 0.022], [0.241, 0.018, 0.028], [0.130, -0.393, 0.220], [0.207, -0.417, 0.445], [-1.373, -1.082, -0.214], [0.939, 1.387, -0.006], [-0.405, -0.063, -0.723], [-0.540, 0.273, 0.172], [0.204, 0.105, 0.046], [-0.049, 0.045, 0.113]],
  "nbo_charge": [-0.711, -0.477, 0.551, -0.606, -0.351, -0.629, 0.217, 0.235, 0.230, 0.213, 0.245, 0.226, 0.207, 0.208, 0.213, 0.229]
}

=====

[2]
{
  "formula": "C2H5OPS",
  "method": "the ωB97M-V functional and the def2-TZVPD basis",
  "homo_energy_ha": [-0.2092, -0.3426],
  "e_above_lowest_ev": 0.957,
  "charge": 0,
  "s_squared": 2.01,
  "spin_multiplicity": 3,
  "elements": ["C", "C", "O", "P", "S", "H", "H", "H", "H", "H"],
  "positions_angstrom": [[-1.7609, -0.2810, -0.8326], [-0.3097, -0.1649, 0.9644], [2.2929, -0.2359, 0.0762], [-0.7110, -1.5554, 0.0891], [-1.1631, 1.1235, 0.1776], [-1.5682, -0.1474, -1.8917], [-2.8281, -0.4231, -0.6710], [0.2834, -0.0119, 1.8468], [2.4777, 0.1620, 0.9310], [2.3419, 0.4628, -0.5816]],
  "atomic_forces_ev_per_a": [[-0.547, -0.164, -0.170], [0.615, 4.063, 2.622], [0.330, -0.346, -0.161], [-1.060, -2.757, -2.451], [0.583, -1.022, 0.273], [0.037, -0.073, -0.090], [-0.033, -0.023, -0.149], [0.028, 0.020, 0.135], [0.028, 0.176, -0.131], [0.019, 0.125, 0.121]],
  "nbo_charge": [-0.835, -0.831, -0.931, 0.616, 0.378, 0.226, 0.225, 0.206, 0.471, 0.474]
}

=====

[3]
{
  "formula": "C3H11NO2",
  "method": "the ωB97M-V functional and the def2-TZVPD basis",
  "homo_energy_ha": -0.2958,
  "e_above_lowest_ev": 0.402,
  "charge": 0,
  "spin_multiplicity": 1,
  "elements": ["C", "C", "C", "N", "H", "H", "H", "H", "H", "H", "H", "H", "H", "O", "H", "H", "O"],
  "positions_angstrom": [[1.2641, -1.2857, -0.3283], [0.3713, -1.0526, 0.8465], [0.8334, -0.6350, 2.0277], [-0.9991, -1.2465, 0.5925], [1.0865, -0.5907, -1.1488], [2.3007, -1.1796, -0.0244], [1.1704, -2.3095, -0.6996], [0.1465, -0.5683, 2.8673], [1.8593, -0.3819, 2.2406], [-1.1807, -1.0034, -0.3720], [-1.6282, -0.6883, 1.1625], [-1.7217, 0.9018, -0.9788], [-1.9770, 1.0341, -2.4650], [-1.8046, 0.3735, -1.7850], [0.3166, 2.4837, -1.2738], [0.2685, 3.3473, -0.0552], [-0.3060, 2.8010, -0.6062]],
  "atomic_forces_ev_per_a": [[0.437, -0.282, 0.029], [-0.093, 0.756, 0.323], [-0.419, -0.219, 0.387], [0.136, 0.146, -0.340], [-0.235, -0.023, -0.058], [0.122, 0.110, 0.065], [-0.226, 0.086, -0.084], [0.016, 0.230, -0.083], [0.166, -0.286, -0.228], [-0.226, -0.419, -0.123], [0.354, -0.256, 0.188], [0.078, 0.081, -0.090], [-0.035, -0.129, -0.037], [-0.015, 0.301, 0.058], [-0.246, -0.136, -0.016], [-0.294, -0.021, 0.167], [0.481, 0.063, -0.160]],
  "nbo_charge": [-0.656, 0.201, -0.526, -0.823, 0.214, 0.219, 0.224, 0.189, 0.200, 0.386, 0.368, 0.486, 0.478, -0.960, 0.472, 0.476, -0.947]
}

=====

> Which value of charge does entry 2 give?

0

=====

Repeat the second record exactly.
{
  "formula": "C2H5OPS",
  "method": "the ωB97M-V functional and the def2-TZVPD basis",
  "homo_energy_ha": [-0.2092, -0.3426],
  "e_above_lowest_ev": 0.957,
  "charge": 0,
  "s_squared": 2.01,
  "spin_multiplicity": 3,
  "elements": ["C", "C", "O", "P", "S", "H", "H", "H", "H", "H"],
  "positions_angstrom": [[-1.7609, -0.2810, -0.8326], [-0.3097, -0.1649, 0.9644], [2.2929, -0.2359, 0.0762], [-0.7110, -1.5554, 0.0891], [-1.1631, 1.1235, 0.1776], [-1.5682, -0.1474, -1.8917], [-2.8281, -0.4231, -0.6710], [0.2834, -0.0119, 1.8468], [2.4777, 0.1620, 0.9310], [2.3419, 0.4628, -0.5816]],
  "atomic_forces_ev_per_a": [[-0.547, -0.164, -0.170], [0.615, 4.063, 2.622], [0.330, -0.346, -0.161], [-1.060, -2.757, -2.451], [0.583, -1.022, 0.273], [0.037, -0.073, -0.090], [-0.033, -0.023, -0.149], [0.028, 0.020, 0.135], [0.028, 0.176, -0.131], [0.019, 0.125, 0.121]],
  "nbo_charge": [-0.835, -0.831, -0.931, 0.616, 0.378, 0.226, 0.225, 0.206, 0.471, 0.474]
}

=====

> charge of number 2 (C2H5OPS)?

0

=====

> charge of number 1 (C5H10O)?

0